Record 1
15
Properties=species:S:1:pos:R:3 method="wB97M-V/def2-TZVPD" max_force_ev_per_a=0.72 e_tot_ha=-345.642872 e_lumo_ev=0.487 homo_ev=-8.2 relative_energy_kcal_mol=101.7
O 0.709 -0.309 -1.762
O -0.375 0.129 1.959
C 0.073 0.625 0.743
C -0.854 -1.590 -0.375
C -0.207 -0.263 -0.703
C 1.065 1.582 0.596
C -0.812 0.964 -0.382
H -0.098 -2.308 -0.042
H 1.193 2.362 1.339
H -0.908 1.890 -0.928
H -1.351 -1.984 -1.264
H -1.589 -1.490 0.418
H 1.084 -1.196 -1.824
H 1.672 1.605 -0.295
H 0.397 -0.018 2.520



Record 2
21
Properties=species:S:1:pos:R:3 method="wB97M-V/def2-TZVPD" max_force_ev_per_a=4.53 e_tot_ha=-453.835218 e_lumo_ev="-4.582 / -4.554" homo_ev="-11.5 / -11.2" total_charge=+1 relative_energy_kcal_mol=114.9
N -1.632 -0.175 0.070
N 0.783 0.079 -0.089
N 1.985 -0.756 0.017
N 1.804 -2.025 -0.095
C -0.408 -0.544 0.040
C 3.030 0.137 0.003
C 2.590 1.427 0.057
C -2.582 -1.132 -0.257
C 1.258 1.393 -0.106
C -2.053 1.184 0.367
H -3.175 1.124 0.740
H -1.452 1.645 1.164
H 4.076 -0.185 -0.041
H 0.623 2.236 -0.361
H -2.284 -1.588 -1.327
H -2.388 -1.963 0.351
H 3.110 2.348 0.165
H 2.566 -2.656 -0.084
H -0.186 -1.684 -0.046
H -3.619 -0.787 -0.139
H -2.046 1.922 -0.431



Record 3
16
Properties=species:S:1:pos:R:3 method="wB97M-V/def2-TZVPD" max_force_ev_per_a=0.34 e_tot_ha=-288.638113 e_lumo_ev=1.004 homo_ev=-7.4 relative_energy_kcal_mol=90.3
N -0.178 -0.754 -0.647
C -0.034 1.283 -0.513
C 0.807 0.102 -0.025
C -0.147 -2.124 -1.073
C 0.482 0.640 1.410
C -0.099 1.970 0.855
C -0.934 0.352 -0.975
H -1.979 0.344 -1.280
H -1.092 2.244 1.222
H 0.891 -2.467 -1.147
H -0.622 -2.241 -2.054
H -0.671 -2.770 -0.354
H -0.263 0.011 1.903
H 1.362 0.739 2.052
H 0.578 2.822 0.976
H 1.853 -0.080 -0.287



Record 4
14
Properties=species:S:1:pos:R:3 method="wB97M-V/def2-TZVPD" max_force_ev_per_a=4.31 e_tot_ha=-993.801200 e_lumo_ev="3.618 / 3.618" homo_ev="-2.7 / -2.7" total_charge=-1 relative_energy_kcal_mol=75.0
S -0.017 2.514 -0.039
Si 0.469 0.267 -0.361
O -1.168 -0.022 -0.349
O 0.060 3.050 -1.418
O 1.037 3.094 0.804
C 1.514 -0.352 1.083
C -1.888 -1.223 -0.481
H -1.464 -1.964 -1.058
H -2.807 -0.938 -1.173
H -2.080 -1.648 0.483
H 1.023 -0.981 -1.649
H 2.351 0.147 1.402
H 0.933 -0.575 1.972
H 2.037 -1.370 0.785



Record 5
27
Properties=species:S:1:pos:R:3 method="wB97M-V/def2-TZVPD" smiles="N[C@@H](Cc1c[nH]c2ccccc12)C(=O)O" max_force_ev_per_a=4.22 e_tot_ha=-686.355563 e_lumo_ev=0.769 homo_ev=-8.0 relative_energy_kcal_mol=30.3
O -3.155 1.920 -0.276
O -4.572 0.222 0.023
N 2.025 -1.895 -0.078
N -2.594 -1.406 1.092
C -3.449 0.599 0.064
C -2.159 -0.203 0.436
C 1.255 1.555 -0.216
C -1.322 -0.485 -0.867
C 2.434 2.150 0.158
C 3.588 -0.018 0.368
C 0.768 -2.081 -0.523
C 2.362 -0.524 -0.026
C 1.159 0.126 -0.259
C 3.587 1.328 0.337
C 0.147 -0.895 -0.547
H 0.513 2.243 -0.623
H -1.276 0.427 -1.475
H -4.024 2.251 -0.602
H 4.515 1.829 0.570
H -1.524 0.411 1.086
H -3.030 -2.063 0.397
H 4.511 -0.575 0.486
H 0.292 -3.046 -0.497
H -1.849 -1.333 -1.358
H 2.636 -2.635 0.151
H -3.324 -1.093 1.691
H 2.489 3.186 0.488



Record 6
97
Properties=species:S:1:pos:R:3 method="wB97M-V/def2-TZVPD" max_force_ev_per_a=0.65 e_tot_ha=-5803.311536 e_lumo_ev=-5.474 homo_ev=-12.6 total_charge=+2 relative_energy_kcal_mol=20.8
Sn 0.645 0.744 -1.478
Br 0.011 -7.823 -0.885
S -1.978 -0.239 -1.455
P 1.082 0.006 3.341
O 1.536 -2.965 -2.585
O 2.484 0.157 0.826
O 1.136 -1.463 -0.963
N 0.596 0.797 -3.967
N -1.626 -2.221 -3.287
N -3.186 -0.795 -3.775
N 0.221 3.429 -0.232
N -0.947 2.486 -2.542
C 0.024 -6.035 -0.249
C 2.787 -1.525 2.621
C -1.145 4.998 1.583
C -3.362 -0.725 2.755
C -1.407 2.132 -3.743
C 0.336 2.135 4.958
C -3.307 -1.779 -4.852
C 0.157 0.315 -6.647
C -2.606 -1.650 3.461
C 0.004 -3.418 0.657
C 0.190 4.707 1.778
C -1.054 3.766 -0.468
C 2.274 -0.380 1.859
C -1.420 0.647 2.421
C -3.380 3.428 -3.411
C -2.130 -2.729 -4.560
C 3.902 -3.431 3.457
C 1.387 1.466 4.332
C -0.510 1.282 -4.564
C 1.936 3.608 5.985
C -2.881 3.818 -2.182
C -2.240 -1.123 -2.887
C 0.621 3.206 5.791
C 0.614 -5.046 -1.016
C 2.712 1.863 4.527
C 1.528 0.162 -4.689
C 0.612 -3.733 -0.553
C -0.587 -4.419 1.412
C -0.578 -5.731 0.963
C 2.321 3.652 0.976
C -1.251 -1.441 3.654
C -0.665 -0.291 3.128
C 2.979 2.940 5.352
C 0.852 3.922 0.834
C 1.170 -2.651 -1.452
C 2.799 -0.240 -4.027
C 3.728 -2.525 2.421
C 2.221 -2.341 4.848
C 1.314 -0.121 -6.040
C -2.774 0.424 2.241
C 3.171 -3.338 4.643
C -1.772 4.546 0.430
C 2.044 -1.444 3.816
C -1.647 3.326 -1.765
C -0.759 1.052 -5.905
C -2.638 2.579 -4.209
H -0.011 -2.386 0.986
H 0.728 5.092 2.634
H 2.153 4.447 6.632
H -4.418 -0.900 2.601
H -3.213 -1.294 -5.823
H 1.076 -5.272 -1.967
H -3.024 2.273 -5.169
H -0.655 -2.161 4.200
H -3.888 -0.102 -3.580
H -3.078 -2.535 3.867
H -0.027 0.115 -7.694
H -1.693 5.596 2.298
H -2.804 4.808 0.249
H 2.542 3.193 1.941
H -2.446 -3.766 -4.453
H 3.338 -4.069 5.423
H 2.670 -1.238 -3.600
H -1.635 1.457 -6.389
H 2.065 -0.662 -6.597
H 4.294 -2.602 1.503
H -0.842 -2.635 -2.821
H 3.522 1.327 4.044
H 2.675 3.010 0.175
H -1.352 -2.683 -5.322
H -1.031 -6.518 1.551
H -4.339 3.798 -3.748
H 3.056 0.443 -3.216
H 4.626 -4.228 3.352
H -3.369 1.139 1.691
H 1.660 -2.287 5.771
H -4.270 -2.288 -4.809
H -0.185 3.719 6.298
H 3.615 -0.286 -4.746
H 2.869 4.594 0.928
H -3.448 4.503 -1.572
H 4.001 3.256 5.513
H -0.685 1.816 4.799
H -1.072 -4.183 2.350
H -0.946 1.537 2.016